Entry 1:
Here is a cluster of 2 separate species, C4H9NO2 in total from the OMol25 dataset. Energies are from ωB97M-V/def2-TZVPD.

Element x y z (Å)
O (0.928, -0.281, -0.598)
O (2.807, -0.135, 0.461)
N (-1.712, -0.130, 0.283)
C (-2.926, 0.411, -0.299)
C (1.499, -0.280, 0.596)
C (3.404, 0.007, -0.840)
C (-1.667, -0.303, 1.538)
H (-3.665, 0.697, 0.462)
H (4.466, 0.187, -0.660)
H (-2.512, -0.072, 2.202)
H (3.263, -0.905, -1.425)
H (2.960, 0.848, -1.376)
H (-0.050, -0.326, -0.436)
H (-2.679, 1.287, -0.906)
H (-0.741, -0.678, 1.973)
H (-3.374, -0.326, -0.973)

The value obtained for the HOMO energy is -8.6 eV. The calculation puts the total energy at -362.95293 Eh. The maximum force comes out at 0.5 eV/A. For the energy above the lowest of the compared OMol25 structures with the same formula, charge and spin, the calculation gives 3.6084 eV.

=====

Entry 2:
Here is a structure of composition C46H46N3P2SSiTc at a distorted geometry from the OMol25 dataset. Energies are from ωB97M-V/def2-TZVPD.

Element x y z (Å)
Tc (0.669, 0.499, 0.176)
S (1.092, -2.654, -0.795)
P (0.585, 2.900, -0.088)
P (0.406, 0.686, -2.258)
Si (-2.165, 0.284, -0.044)
N (2.849, 0.495, 0.362)
N (0.975, 0.581, 2.315)
N (0.699, -1.549, 0.355)
C (0.380, 0.651, 4.634)
C (-0.464, -0.621, -3.194)
C (-1.397, -3.765, -0.181)
C (-0.375, -3.650, -1.107)
C (-5.131, 2.373, -2.953)
C (2.490, -5.581, 1.640)
C (-2.480, -4.580, -0.475)
C (4.638, 0.566, 1.989)
C (-0.444, 2.279, -2.576)
C (2.194, 3.714, -0.391)
C (1.846, 0.942, -3.365)
C (0.059, 0.610, 3.276)
C (-0.817, 4.559, -1.864)
C (-3.339, 1.545, 2.270)
C (3.273, 0.552, 1.651)
C (-1.507, -5.124, -2.609)
C (-2.866, 0.362, 1.691)
C (-4.061, 1.509, 3.451)
C (-0.420, -4.311, -2.328)
C (-4.571, 3.113, -1.918)
C (-4.293, 0.294, 4.088)
C (-3.810, -0.887, 3.537)
C (2.697, 0.645, 4.026)
C (1.656, -4.629, 1.080)
C (4.092, 0.663, 4.341)
C (1.698, 0.672, 5.017)
C (5.127, 0.447, -0.359)
C (5.025, 0.624, 3.365)
C (-0.319, 3.286, -1.614)
C (-3.213, 1.218, -1.278)
C (-3.776, 0.490, -2.333)
C (2.134, -3.859, 0.028)
C (4.247, -4.971, 0.106)
C (3.779, -5.757, 1.148)
C (-4.736, 1.058, -3.155)
C (2.286, 0.593, 2.684)
C (3.425, -4.009, -0.462)
C (-1.585, 3.835, -4.018)
C (3.754, 0.434, -0.604)
C (-3.094, -0.851, 2.352)
C (-1.078, 2.567, -3.779)
C (-0.094, 3.949, 1.237)
C (5.573, 0.518, 0.939)
C (-2.535, -5.259, -1.685)
C (-3.619, 2.542, -1.092)
C (-1.448, 4.835, -3.066)
H (-1.158, 3.761, 1.382)
H (1.465, 1.197, -4.354)
H (-2.078, 4.047, -4.958)
H (0.648, -4.515, 1.457)
H (-0.976, 0.599, 2.966)
H (4.380, 0.705, 5.383)
H (2.014, 4.754, -0.663)
H (-3.379, -5.897, -1.909)
H (0.278, -1.328, -3.567)
H (-3.489, -0.542, -2.501)
H (2.444, 0.033, -3.451)
H (3.783, -3.397, -1.281)
H (-3.172, 2.499, 1.786)
H (0.432, 3.704, 2.161)
H (-2.740, -1.781, 1.921)
H (-3.995, -1.836, 4.022)
H (3.384, 0.369, -1.616)
H (1.976, 0.713, 6.062)
H (-4.456, 2.424, 3.872)
H (-0.418, 0.666, 5.363)
H (-2.215, -1.141, -0.461)
H (6.080, 0.630, 3.603)
H (-4.890, 4.134, -1.749)
H (-3.279, -4.685, 0.248)
H (0.067, 5.003, 1.019)
H (5.251, -5.114, -0.271)
H (-1.179, 1.812, -4.548)
H (-5.876, 2.824, -3.596)
H (2.465, 1.769, -3.020)
H (4.418, -6.516, 1.578)
H (-1.367, -3.229, 0.759)
H (0.385, -4.199, -3.045)
H (6.632, 0.538, 1.164)
H (-5.186, 0.465, -3.940)
H (2.808, 3.678, 0.511)
H (2.726, 3.226, -1.207)
H (2.131, -6.200, 2.451)
H (-4.856, 0.270, 5.011)
H (-0.714, 5.343, -1.124)
H (-0.992, -0.198, -4.045)
H (-1.824, 5.830, -3.262)
H (0.565, -1.980, 1.267)
H (-1.171, -1.156, -2.561)
H (-1.544, -5.656, -3.549)
H (5.819, 0.403, -1.188)
H (-3.203, 3.139, -0.289)

The value obtained for the HOMO energy (alpha / beta) is -14.8 / -14.8 eV. The calculation puts the total energy at -3395.07020 Eh. The maximum force comes out at 3.0 eV/A. Its spin multiplicity is 2. Its net charge is +3.